This record from the Open Molecules 2025 dataset describes C22H18BrF5N5O2PdSSb as an isolated structure at a distorted geometry. The level of theory is ωB97M-V/def2-TZVPD.

The geometry in XYZ format:
```
56
Properties=species:S:1:pos:R:3:forces:R:3:mulliken_charge:R:1
Pd -0.008 -0.906 -0.689 0.1 -1.0 0.5 0.46
F -3.731 4.510 2.275 0.0 0.0 0.0 -0.25
C -3.262 3.598 1.455 0.0 0.0 0.0 0.62
C -1.895 3.494 1.241 0.0 -0.1 -0.1 -0.05
F -1.053 4.307 1.853 0.0 0.1 0.0 -0.31
C -1.413 2.536 0.369 0.1 0.1 -0.1 -0.14
F -0.090 2.485 0.164 -0.1 0.0 0.0 -0.42
C -2.255 1.655 -0.289 0.1 -0.4 0.0 0.74
S -1.800 0.323 -1.381 0.0 0.7 -0.1 -0.27
C -3.622 1.781 -0.062 -0.1 -0.1 0.1 0.12
F -4.467 0.950 -0.671 0.0 0.0 0.0 -0.31
C -4.130 2.742 0.794 0.0 -0.1 -0.1 0.36
F -5.432 2.833 0.987 0.0 0.0 0.0 -0.25
N -1.839 -4.204 -2.423 0.0 0.0 0.0 0.16
C -1.918 -2.890 -2.261 0.0 0.0 0.0 -0.23
N -0.796 -2.492 -1.676 -0.1 0.0 -0.3 0.07
C -0.072 -3.645 -1.491 0.0 0.0 -0.1 0.19
N -0.684 -4.702 -1.944 0.0 0.0 0.0 -0.65
C 1.224 -3.564 -0.827 0.1 0.0 0.0 0.22
C 2.074 -4.634 -0.600 0.0 0.1 0.0 -0.37
N 3.243 -4.460 0.005 0.0 0.0 0.0 -0.48
C 3.567 -3.234 0.388 0.0 0.0 0.0 -0.40
C 2.722 -2.146 0.186 0.0 -0.1 0.1 -0.63
N 1.559 -2.325 -0.427 -0.2 -0.1 0.0 0.67
H -2.524 -4.828 -2.830 0.0 0.0 0.0 0.22
H -2.757 -2.275 -2.544 0.0 0.0 0.0 0.53
H 1.799 -5.635 -0.909 0.0 0.0 0.0 0.50
H 4.522 -3.099 0.881 0.0 0.0 0.0 0.40
H 2.959 -1.151 0.535 0.0 0.0 0.0 0.57
Br 0.776 2.702 7.040 0.0 0.0 0.0 -0.10
C 0.576 1.820 5.400 0.0 0.0 0.0 0.07
C -0.348 0.785 5.292 0.0 0.0 0.0 -0.60
C -0.500 0.141 4.080 0.0 0.0 0.0 -0.47
C 0.271 0.531 2.983 0.0 0.0 0.0 0.54
C 1.196 1.569 3.105 0.0 0.0 0.0 -0.15
C 1.351 2.217 4.315 0.0 0.0 0.0 -0.79
C 0.055 -0.135 1.708 -0.1 -0.2 -0.6 0.79
O 0.909 0.111 0.709 -0.3 0.6 0.5 -0.65
O -0.893 -0.906 1.443 0.6 0.2 0.3 -0.77
H -0.936 0.491 6.150 0.0 0.0 0.0 0.46
H -1.214 -0.665 3.975 0.0 0.0 0.0 0.48
H 1.783 1.877 2.250 0.0 0.0 0.0 0.40
H 2.059 3.026 4.421 0.0 0.0 0.0 0.46
C -0.166 0.040 -4.493 0.0 -0.1 0.0 -1.16
Sb 0.736 0.552 -2.665 0.0 0.2 -0.2 1.19
C 0.824 2.640 -2.506 0.1 0.0 0.0 -1.16
C 2.743 -0.099 -2.819 0.0 0.0 0.1 -1.28
H 0.063 0.848 -5.188 0.0 0.0 0.0 0.45
H -1.243 -0.040 -4.370 0.0 0.0 0.0 0.36
H 0.256 -0.892 -4.861 0.0 0.0 0.0 0.38
H 1.428 2.972 -3.351 0.0 0.0 0.0 0.54
H 1.296 2.926 -1.570 0.0 0.0 -0.1 0.34
H -0.182 3.048 -2.575 0.0 0.0 0.0 0.37
H 3.136 0.334 -3.740 0.0 0.0 0.0 0.51
H 2.785 -1.184 -2.873 0.0 0.0 0.0 0.34
H 3.316 0.266 -1.969 0.0 0.0 0.0 0.38
```
Forces are in eV/Å.

Its total energy is -5112.4748 hartree. The value obtained for the largest force on an atom is 1.12 eV/Å. The value obtained for the HOMO energy (alpha / beta) is -0.4988 / -0.4988 Eh. For the molecular weight, the calculation gives 819.56 g mol⁻¹. As for the charge: +2. The value obtained for the relative energy (zero: lowest compared OMol25 entry of this formula, charge and spin) is 6.9 kcal/mol.



This record from the Open Molecules 2025 dataset describes the molecule C7H9NS at a distorted geometry. The level of theory is ωB97M-V/def2-TZVPD.

The geometry in XYZ format:
```
18
Properties=species:S:1:pos:R:3:forces:R:3:mulliken_charge:R:1
C 0.429 -1.857 -1.618 -0.1 -0.5 -1.1 -0.01
C -0.688 0.125 0.027 -3.1 -1.5 -0.8 0.40
C 0.826 0.437 -0.048 -0.1 -1.0 0.9 0.83
C -1.339 -1.084 -0.322 1.2 4.5 0.7 -0.20
C 1.703 1.234 -1.000 -1.7 -1.5 1.3 -0.64
C -1.683 1.167 0.616 2.7 1.7 1.3 -1.38
C 1.364 0.105 1.394 -1.9 1.5 -3.9 -1.74
N -0.765 -1.920 -1.228 0.1 -1.9 0.3 -0.51
S 1.768 -0.634 -1.297 0.3 -0.6 0.1 -0.10
H 0.768 -2.722 -2.253 0.1 1.2 0.4 0.33
H -2.395 -1.220 0.057 1.4 -0.1 -0.9 0.35
H 1.080 1.733 -1.713 -0.4 0.4 -0.8 0.22
H -2.373 1.657 -0.113 0.5 -0.9 0.5 0.31
H -0.978 2.003 0.973 -1.2 -0.7 -0.4 0.33
H -2.162 0.855 1.570 -0.1 -0.1 -1.0 0.35
H 1.399 1.004 1.853 0.2 2.7 2.1 0.44
H 2.264 -0.293 1.263 4.1 -1.3 -0.3 0.60
H 0.782 -0.591 1.841 -2.0 -1.9 1.5 0.43
```
Forces are in eV/Å.

Its total energy is -724.8536 hartree. The value obtained for the largest force on an atom is 4.72 eV/Å. The value obtained for the HOMO energy is -0.3075 Eh. For the molecular weight, the calculation gives 139.22 g mol⁻¹. As for the charge: 0. The value obtained for the relative energy (zero: lowest compared OMol25 entry of this formula, charge and spin) is 119.2 kcal/mol.